Computed, not measured: a cluster of 3 separate species, C3H9N in total, with wB97M-V/def2-TZVPD.

```
13
Properties=species:S:1:pos:R:3
N 1.6486 0.6825 -0.2207
C 2.2528 0.9504 0.9006
C 0.1508 -1.7505 0.3099
C 0.3872 1.2169 -0.1507
H 0.5144 -2.2654 -0.5645
H -5.5112 0.7961 -1.7072
H 2.0891 1.8683 1.4516
H 0.2805 2.1049 -0.8192
H 0.9483 -1.8906 1.0302
H -0.7401 -2.1845 0.7716
H -0.1655 -0.6813 0.1347
H 3.1527 0.3765 1.1213
H -5.0075 0.7768 -2.2576
```

The frontier orbital gap (spin up / spin down) comes out at 5.48 / 6.26 eV. Its expectation value of S² is 0.756. The HOMO energy (spin up / spin down) is -0.029 / -0.058 Eh. As for the spin multiplicity: 2. As for the net charge: -1. The calculation puts the LUMO energy (spin up / spin down) at 4.7 / 4.7 eV.

***

Computed, not measured: a cluster of 2 separate species, C6H10N2 in total, with wB97M-V/def2-TZVPD.

```
18
Properties=species:S:1:pos:R:3
N -1.4801 -1.8975 -1.2014
N 1.4682 0.5777 0.1091
C 2.9940 -1.4626 0.2774
C -1.5574 -1.0556 -0.3037
C 1.9866 -0.5501 0.9473
C -1.7728 1.0498 1.1493
C 0.6741 -0.3481 0.4357
C -2.3295 -0.3325 0.7252
H 2.5943 -1.6024 -0.8153
H -0.7294 1.0535 0.9225
H -2.3277 -2.3800 -1.5154
H -2.5225 -1.0320 1.5148
H 4.0379 -1.1970 0.4439
H -2.3840 1.9458 0.6018
H 2.2897 -0.2730 1.8893
H 3.0724 -2.5248 0.7881
H -1.9017 1.1580 2.2207
H -3.4528 -0.1417 0.3361
```

The frontier orbital gap (spin up / spin down) comes out at 7.70 / 7.70 eV. The HOMO energy (spin up / spin down) is -0.289 / -0.289 Eh. As for the net charge: 0. The calculation puts the LUMO energy (spin up / spin down) at -0.2 / -0.2 eV.

***

Computed, not measured: a structure of composition C5H14NP, with wB97M-V/def2-TZVPD.

```
21
Properties=species:S:1:pos:R:3
P -2.1835 -1.0218 0.1503
N -1.6868 0.4356 -0.5522
C 1.1402 -1.8164 -0.0355
C -1.8040 1.6021 0.2325
C 0.8553 -0.3464 0.2658
C 0.2385 0.4348 -0.8707
C 2.1613 0.4229 0.4000
H -2.1703 -1.8586 -1.0875
H -0.8470 1.7528 0.8342
H 0.4394 -0.0711 -1.7692
H 0.2649 1.4650 -0.9196
H 0.2485 -2.2667 0.3421
H -2.4746 1.5055 1.1925
H 1.9645 -2.2201 0.6202
H -3.4131 -0.5391 0.3644
H 3.0802 -0.2268 0.7169
H 2.5178 0.6726 -0.6151
H 1.4047 -1.8227 -1.0579
H 0.3281 -0.0876 1.1208
H -2.0545 2.5609 -0.2576
H 1.9902 1.4251 0.9256
```

The frontier orbital gap comes out at 8.46 eV. The HOMO energy is -0.276 Eh. As for the net charge: 0. The calculation puts the LUMO energy at 0.9 eV.

***

Computed, not measured: the molecule C6H7N, with wB97M-V/def2-TZVPD.

```
14
Properties=species:S:1:pos:R:3
N 0.4128 -2.5897 -0.8638
C 0.7684 -0.4974 0.7907
C 0.0545 1.9019 0.2323
C -0.3406 0.4718 0.5536
C 0.1546 -1.4596 -0.3969
C 1.7567 -1.2511 1.0609
C -0.8572 -0.3644 -0.6507
H -0.8299 2.4539 -0.1044
H 0.4668 2.4065 1.1099
H -1.0465 0.4422 1.3886
H 1.2379 -2.9075 -0.3491
H -1.9048 -0.6683 -0.5972
H -0.6782 0.1333 -1.6099
H 0.8054 1.9283 -0.5639
```

The frontier orbital gap comes out at 10.18 eV. The HOMO energy is -0.365 Eh. As for the net charge: 0. The calculation puts the LUMO energy at 0.2 eV.

***

How do the records compare in E? In the order shown, they have -174.25020 -343.89273 -594.85537 -287.39881 a.u..
How do the records compare in largest force on an atom? In the order shown, they have 2.41 3.64 5.70 0.78 eV/A.